Entry 1:
Density functional theory data (wB97M-V/def2-TZVPD) for C31H28F5N4O3SeV as an isolated structure.

CARTESIAN COORDINATES (ANGSTROEM)
1 V 0.027 0.109 0.258
2 C 0.363 -1.100 2.207
3 C 0.510 -2.001 1.117
4 C 1.628 -1.589 0.365
5 C 2.166 -0.419 0.978
6 C 1.385 -0.128 2.120
7 C 1.622 0.978 3.098
8 C 3.439 0.269 0.599
9 C 2.170 -2.346 -0.805
10 C -0.286 -3.241 0.832
11 C -0.602 -1.219 3.344
12 H 0.684 1.376 3.490
13 H 2.155 1.810 2.639
14 H 2.216 0.628 3.948
15 H 3.736 0.025 -0.420
16 H 4.251 -0.037 1.265
17 H 3.353 1.355 0.670
18 H 2.878 -1.757 -1.387
19 H 1.360 -2.652 -1.471
20 H 2.684 -3.254 -0.476
21 H -0.593 -3.300 -0.216
22 H -1.179 -3.299 1.454
23 H 0.311 -4.133 1.040
24 H -0.987 -0.246 3.654
25 H -0.108 -1.672 4.209
26 H -1.457 -1.844 3.090
27 N -1.737 0.050 -3.528
28 C -1.043 0.362 -2.430
29 O -1.311 -0.168 -1.335
30 C 0.100 1.338 -2.447
31 C 1.102 0.659 -1.513
32 H -2.122 -0.895 -3.512
33 H -1.314 0.304 -4.406
34 H -0.254 2.294 -2.048
35 H 0.459 1.506 -3.468
36 H 2.021 1.235 -1.396
37 H 1.391 -0.271 -2.015
38 O -4.228 5.273 3.810
39 N -3.127 5.171 3.287
40 O -2.317 6.081 3.274
41 C -2.765 3.895 2.662
42 C -3.718 2.930 2.764
43 C -3.510 1.634 2.230
44 C -4.439 0.609 2.243
45 C -4.116 -0.606 1.638
46 C -2.853 -0.762 1.078
47 N -1.917 0.177 1.091
48 C -2.249 1.400 1.616
49 C -1.305 2.383 1.453
50 N -0.183 1.958 0.714
51 C 0.787 2.941 0.544
52 C 0.667 4.193 1.033
53 C -0.476 4.625 1.771
54 C -1.480 3.710 1.976
55 H -4.647 3.166 3.262
56 H -5.409 0.761 2.701
57 H -4.825 -1.419 1.595
58 H -2.578 -1.690 0.590
59 H 1.650 2.648 -0.033
60 H 1.469 4.893 0.835
61 H -0.543 5.633 2.132
62 F 4.591 -3.057 -5.103
63 C 3.304 -3.123 -4.726
64 C 2.861 -4.140 -3.903
65 F 3.733 -5.065 -3.470
66 C 1.533 -4.197 -3.523
67 F 1.195 -5.202 -2.701
68 C 0.575 -3.261 -3.922
69 Se -1.218 -3.354 -3.303
70 C 1.071 -2.264 -4.760
71 F 0.254 -1.301 -5.238
72 C 2.393 -2.180 -5.156
73 F 2.799 -1.185 -5.963

Relative energy (zero: lowest compared OMol25 entry of this formula, charge and spin) ... 0.0 kcal per mole
E_tot ... -5487.63625 hartree
Expectation value of S² ... 0.80
HOMO-LUMO gap (alpha / beta) ... 4.6 / 4.6 eV
Net charge ... -1
HOMO energy (alpha / beta) ... -3.2 / -3.3 eV
Multiplicity ... 2
LUMO level (alpha / beta) ... 1.360 / 1.383 eV

---

Entry 2:
Density functional theory data (wB97M-V/def2-TZVPD) for C2HClO2S as an isolated structure in a non-equilibrium geometry.

CARTESIAN COORDINATES (ANGSTROEM)
1 C -0.899 -0.024 -0.387
2 C -0.271 0.048 0.761
3 O -0.147 0.253 1.916
4 O 2.345 -0.402 -1.126
5 S 2.101 -0.107 0.294
6 Cl -2.529 0.684 -0.201
7 H -0.600 -0.451 -1.257

Relative energy (zero: lowest compared OMol25 entry of this formula, charge and spin) ... 67.3 kcal per mole
E_tot ... -1085.53119 hartree
HOMO-LUMO gap (alpha / beta) ... 6.7 / 6.6 eV
HOMO energy (alpha / beta) ... -9.2 / -9.1 eV
LUMO level (alpha / beta) ... -2.498 / -2.582 eV